Entry 1:
A cluster of 2 separate species, C5H10O2 in total. Source: the OMol25 dataset; level of theory: ωB97M-V/def2-TZVPD.

The SMILES is C[C@@H](O)/C=C\C=O.[H][H]. The calculation puts the orbital gap at 9.4298 eV. The value obtained for the LUMO energy is -0.0047 hartree.

Element x y z (Å)
H 0.07755 -1.45951 1.03063
C 0.36109 -0.66104 0.34048
O 1.65162 1.57282 -1.13392
H -0.27430 0.47645 1.78228
H -2.90025 -0.25690 -0.82045
H -2.16672 -1.70181 -0.09235
C 2.25659 0.65403 -0.58975
C -0.79201 -0.05361 -0.47288
H 2.39016 -1.05618 0.73081
H -2.47687 -0.24276 0.89077
O -0.89718 1.33981 -0.44429
H -0.04494 1.68190 -0.78249
C -2.16046 -0.60735 -0.09387
H -0.52448 -0.41723 -1.47849
H 0.45519 0.54164 1.63151
C 1.68840 -0.43923 0.17571
H 3.35662 0.62896 -0.67369


Entry 2:
A cluster of 2 separate species, C2H7S3 in total. Source: the OMol25 dataset; level of theory: ωB97M-V/def2-TZVPD.

The calculation puts the orbital gap at 5.9270 eV. The value obtained for the LUMO energy is 0.1264 hartree. The total charge is -1.

Element x y z (Å)
H -2.47587 0.43268 1.30283
H -0.76137 -1.05737 -0.06479
S 1.10268 0.43129 -0.94180
C -2.60389 0.17396 0.21304
C 1.62503 2.29785 -0.83062
S -2.01468 -1.48680 0.28266
H 0.69460 2.85097 -0.66750
S 1.53122 -0.36361 0.98887
H 2.05319 2.72625 -1.77641
H -2.17501 0.69636 -0.58465
H -3.70156 0.02710 0.20974
H 2.33179 2.19902 0.01050


Entry 3:
A cluster of 2 separate species, C16H22ClN4O3 in total. Source: the OMol25 dataset; level of theory: ωB97M-V/def2-TZVPD.

The calculation puts the orbital gap at 8.4921 eV. The value obtained for the LUMO energy is -0.0915 hartree. The total charge is +1.

Element x y z (Å)
C 3.68823 0.65313 3.80362
H -4.91300 -0.42273 -1.65293
H -1.41020 0.42515 -1.71532
N -2.35850 -0.22021 0.87200
H -5.62280 -1.47525 -3.45543
Cl -1.25771 0.97017 -6.55133
H -0.29106 0.94361 -3.85759
H 4.16599 -1.87130 1.93887
H 4.61382 2.56599 4.03870
H 0.92257 1.78970 1.84985
H 5.11979 1.34394 5.22364
H 3.75287 1.34284 1.91327
H 4.95398 -2.40882 0.44964
C -5.50984 -0.45846 -3.84411
C 2.08948 -0.01528 2.03790
H 5.23344 -0.76314 1.04211
C -3.40048 0.24650 -5.02686
N 3.25960 0.72618 2.54162
C 4.87065 1.51675 4.17657
C 4.48720 -1.55402 0.94447
H -0.54657 -1.62774 3.06673
H 0.80006 1.02545 3.42801
O -3.97930 -0.23630 -1.43624
H -2.72597 -2.16123 1.76716
N -0.97998 -1.02188 2.37843
C -0.48219 0.19917 1.95914
N 3.34981 -1.08260 0.14760
H 2.01380 -0.94064 2.61021
C 2.23699 -0.46597 0.56171
H -1.21044 1.62329 0.46789
H 3.35685 -1.30463 -0.83749
C -1.34452 0.70439 1.02799
C -1.34353 0.67477 -3.84029
C -2.11882 -1.26285 1.69443
C -1.98498 0.38478 -2.63159
O 3.15626 -0.07002 4.63559
H 5.72595 1.25821 3.55476
C -4.05663 -0.04795 -3.82104
H -3.09809 -0.16581 0.16641
H -3.93082 0.19492 -5.97355
C 0.83237 0.82580 2.35453
C -2.05216 0.61016 -5.04057
H -5.90563 -0.44072 -4.86494
H -6.11113 0.22475 -3.23639
O 1.34461 -0.26548 -0.25090
C -3.33994 0.03339 -2.61630


Entry 4:
A structure of composition C65H60N6OS3TeTl. Source: the OMol25 dataset; level of theory: ωB97M-V/def2-TZVPD.

The calculation puts the orbital gap (spin up / spin down) at 6.7137 / 6.9284 eV. Its multiplicity is 2. The value obtained for the LUMO energy (spin up / spin down) is 0.0125 / -0.0081 hartree.

Element x y z (Å)
H -6.64880 1.34476 -3.43526
H -1.81690 1.79346 -2.99966
S -0.28590 1.68276 2.75514
C 1.62450 -4.49714 -0.37726
S 2.26010 -0.02164 0.60354
H 0.64510 7.02256 4.45514
C -2.14590 2.69246 -2.49786
C -0.26570 -4.51964 -2.05026
C 2.20220 5.00996 -0.66706
H -4.94110 -0.44644 -3.28686
H -3.67570 1.07876 0.49054
C 0.77500 -8.52894 -3.23526
H -2.96810 -5.11114 -3.81486
H 1.66980 -1.85224 2.60614
C -2.88500 -3.96104 2.42874
H -3.81860 6.83056 -2.74796
C -1.32450 -2.05094 2.10234
H -4.21410 -0.54774 4.69114
C 4.29330 4.37406 -1.66886
H 0.66740 3.49716 -0.69526
H 2.42500 -5.14504 -0.02526
C -2.02900 -3.57214 0.21914
C -0.60400 0.65616 5.32904
H 5.80530 3.20446 1.70554
C -3.29420 4.78856 -2.43056
H 0.40870 0.99796 5.49694
H 1.58920 5.74046 -0.15916
H 4.68220 -1.42274 -0.35936
C 2.59050 -2.21404 2.17734
C -3.65760 -5.00924 1.96394
C -0.89950 4.01466 4.32784
C 3.94390 -0.97064 -4.63756
C 3.18790 1.08236 1.71714
H 0.99190 -4.23524 0.47204
C -2.07680 -3.22414 1.57044
N -1.26110 1.89956 1.58684
H 1.85240 2.27116 -4.58756
H 2.04390 0.50836 3.42064
C -2.56220 -0.52964 6.05764
C -1.26320 -0.10164 6.28304
C 4.97970 2.62066 2.08514
C 4.24160 1.82586 1.22454
C 1.14760 -6.46034 -1.84206
H -4.23230 -6.14804 0.24364
H 1.97690 -6.96134 -1.35986
C 0.44370 6.00426 4.15624
H -1.14320 -6.93794 -4.25046
C 0.81380 -5.17034 -1.45026
C -2.92510 3.64486 -3.12906
C 3.60440 1.90366 3.92004
C 1.27010 5.37236 3.24134
C 3.76970 3.13176 -1.97876
C -3.61710 -5.34334 0.62144
H 5.22310 3.29246 4.10214
C -5.98210 1.29706 -2.58726
C 3.02190 0.92356 -5.78806
C -6.08310 2.24046 -1.57786
H -1.88970 -1.14074 1.89394
H -1.79280 -4.33604 -4.86696
H -1.73970 3.48046 4.74634
O -3.33070 -1.88064 -2.06966
H 4.53460 -1.87434 -4.65056
N 0.81690 -0.13894 0.86194
C -2.83140 4.92806 -1.12486
H 1.60080 -8.91924 -2.64676
H -5.17740 5.71976 -2.65386
H 2.10900 5.90216 2.81264
C 4.39770 -3.77744 2.06824
H -6.80400 3.04246 -1.65606
H 2.89840 1.49016 -6.69936
H -2.91800 -3.69014 3.47634
C -3.13690 -0.84834 -1.39406
H 5.31320 4.60826 -1.93486
C -4.30950 1.14936 -0.38256
H 2.82720 -3.85774 3.52584
C -1.25330 0.97346 4.14764
H 3.48000 -1.07644 -2.53756
C 4.28810 -1.97124 0.48404
H -1.18790 -2.11944 3.18164
C -5.25500 2.15496 -0.47166
N -2.05780 -0.68834 -0.67586
H 5.81730 -3.46664 0.49544
H -3.07140 5.80916 -0.54776
C 2.46540 2.83816 -1.63056
H 4.22460 -0.58064 -6.72106
C -0.59620 -6.44764 -3.45516
S 1.86360 1.13146 -1.86706
H -4.19340 5.75616 -4.11376
C 3.23340 -3.33344 2.67414
H -2.31620 -3.52124 -3.37756
C 4.91760 -3.10704 0.97214
H -1.68740 3.97916 0.44184
C 2.86680 1.10496 3.06234
H 4.90200 -4.65474 2.44724
H -3.23990 3.49226 -4.15046
H 3.92160 6.28246 -0.77676
C -3.20620 -0.20824 4.87524
C 1.67880 3.76296 -0.96956
H -0.76400 -0.38274 7.19914
H -1.29160 5.82496 5.39164
C -2.07470 -4.48544 -3.82306
C -0.05970 3.38156 3.43054
H 1.04770 -8.57504 -4.28896
H 3.36180 1.93706 4.97174
C -4.16420 5.83916 -3.03216
N -1.73460 2.82586 -1.24436
H 2.07040 -3.57534 -0.75366
C -2.54360 0.53746 3.91614
C -4.17290 0.23066 -1.41676
H -2.77390 -4.88254 -1.28616
H -0.09190 -9.17124 -3.08856
H -3.06590 -1.12344 6.80664
C 0.44080 -7.12244 -2.83366
Tl -0.84350 0.83536 -0.09336
C -0.64060 5.32666 4.68984
C 1.01630 4.06276 2.88094
H -5.34630 2.86946 0.33334
Te -0.79170 -2.48514 -1.14836
H -4.28910 -5.56144 2.64504
C 3.12640 -1.53984 1.09334
C 3.36460 -0.53254 -3.46056
N 2.83650 0.33106 -0.85086
C -5.03430 0.29486 -2.50676
C -0.95220 -5.15464 -3.08186
C 3.77380 -0.24084 -5.80126
H 4.47450 1.77516 0.17294
H 1.65500 3.54846 2.17654
C -2.06050 3.92466 -0.57306
C 4.65690 2.66176 3.43174
C 2.44180 1.36596 -4.60966
H -0.35970 -1.93774 1.60454
C 3.50900 5.31296 -1.01616
H -3.00560 0.78416 2.97304
C 2.62940 0.63946 -3.44616
N 0.40000 0.98226 -1.84906
C -2.79850 -4.63404 -0.23936
H 4.36180 2.38156 -2.48126


Entry 5:
A cluster of 2 separate species, C6H12O2 in total. Source: the OMol25 dataset; level of theory: ωB97M-V/def2-TZVPD.

The SMILES is C=C(C)CCC=O.O. The calculation puts the orbital gap at 10.2181 eV. The value obtained for the LUMO energy is 0.0328 hartree.

Element x y z (Å)
H -1.47910 -0.00196 -0.47833
H -0.81232 -1.06081 2.27335
H -2.27718 -1.56389 0.14219
H 1.01569 1.96622 -0.01142
C -0.00205 -1.61887 -0.45929
C 0.00702 1.81007 0.54823
H 2.31637 0.95582 1.63409
O 0.57433 -1.36458 -1.46711
C -1.30783 -1.00588 0.00401
H -0.74565 1.74340 -0.28943
H 0.53724 -2.23181 0.28102
H -1.83364 0.23089 1.84458
C 0.18590 0.61805 1.34554
O 0.10261 1.03554 -2.47996
H -0.00344 1.13492 -3.39274
H -0.36895 2.65656 1.17984
H 1.68878 -0.45391 2.44306
H 0.46927 0.28555 -2.11232
C 1.41627 0.41187 1.80793
C -0.95307 -0.38668 1.43068


Entry 6:
The molecule C3H5NO2S2. Source: the OMol25 dataset; level of theory: ωB97M-V/def2-TZVPD.

The SMILES is CONC(=S)C(O)=S. The calculation puts the orbital gap at 7.5573 eV. The value obtained for the LUMO energy is -0.0491 hartree.

Element x y z (Å)
H -0.97208 1.00920 3.02207
H -0.74686 0.80355 -1.44164
S -1.26896 2.93404 0.07559
H 1.41392 -0.75002 -1.94753
C -0.30657 0.31438 0.56827
H 1.72410 -1.61873 -0.30702
H 1.17303 -2.54115 -1.81087
O -0.34587 -1.32989 -1.14120
C -0.75801 1.70043 1.00458
O -0.87785 1.86408 2.34593
S 0.28315 -0.87045 1.65586
N -0.45014 -0.00631 -0.74871
C 1.13213 -1.50911 -1.27530


Number 2 is which compound?
C2H7S3